{
  "formula": "C40H66ClN9O5",
  "method": "ωB97M-V/def2-TZVPD",
  "species": ["C", "C", "N", "C", "C", "C", "C", "C", "O", "C", "H", "H", "H", "H", "H", "H", "H", "H", "H", "H", "H", "H", "H", "H", "H", "H", "H", "H", "H", "H", "Cl", "O", "O", "O", "O", "C", "C", "C", "C", "N", "H", "H", "H", "H", "H", "H", "H", "C", "C", "C", "C", "N", "H", "H", "H", "H", "H", "H", "H", "C", "C", "C", "C", "N", "H", "H", "H", "H", "H", "H", "H", "N", "C", "C", "C", "C", "H", "H", "H", "H", "H", "N", "C", "C", "C", "C", "H", "H", "H", "H", "H", "N", "C", "C", "C", "C", "H", "H", "H", "H", "H", "N", "C", "C", "C", "C", "H", "H", "H", "H", "H", "N", "C", "C", "C", "C", "H", "H", "H", "H", "H"],
  "xyz": [[1.355, 5.397, 0.744], [1.432, 3.838, 0.587], [1.316, 3.094, 1.915], [-0.170, 3.200, 2.296], [1.644, 1.587, 1.726], [1.496, 0.637, 2.912], [2.196, 3.615, 3.086], [3.702, 3.392, 2.924], [4.155, 3.900, 1.652], [5.386, 3.299, 1.211], [1.361, 5.862, -0.242], [2.231, 5.799, 1.252], [0.427, 5.751, 1.194], [2.421, 3.635, 0.176], [0.744, 3.441, -0.160], [-0.272, 2.762, 3.289], [-0.820, 2.649, 1.617], [-0.391, 4.265, 2.355], [2.639, 1.525, 1.285], [0.986, 1.295, 0.907], [2.104, 0.808, 3.800], [1.834, -0.374, 2.685], [0.465, 0.610, 3.266], [1.806, 3.101, 3.964], [2.068, 4.696, 3.134], [4.072, 2.389, 3.138], [4.206, 3.972, 3.697], [5.893, 4.079, 0.643], [5.198, 2.419, 0.595], [5.995, 3.037, 2.076], [-1.358, -0.956, -0.674], [-1.863, -1.678, 0.468], [-1.927, 0.415, -0.568], [0.048, -0.942, -0.514], [-1.742, -1.545, -1.903], [-1.454, -3.734, 3.761], [-0.314, -4.104, 2.692], [0.981, -4.633, 3.227], [0.803, -5.878, 3.929], [0.642, -6.901, 4.411], [-2.441, -3.637, 3.308], [-1.200, -2.808, 4.277], [-1.518, -4.488, 4.545], [-0.139, -3.220, 2.080], [-0.750, -4.892, 2.078], [1.250, -3.851, 3.938], [1.742, -4.627, 2.447], [1.238, -4.212, -0.966], [2.044, -5.476, -0.632], [1.235, -6.726, -0.234], [1.991, -8.046, -0.146], [2.508, -9.083, -0.084], [0.645, -3.848, -0.127], [0.550, -4.292, -1.807], [1.925, -3.419, -1.259], [2.834, -5.122, 0.030], [2.651, -5.661, -1.519], [0.547, -6.902, -1.061], [0.586, -6.588, 0.630], [0.914, -2.227, -5.159], [-0.168, -3.204, -4.671], [-1.532, -2.744, -5.236], [-1.545, -2.902, -6.725], [-1.580, -2.999, -7.897], [1.824, -2.495, -4.621], [0.555, -1.207, -5.021], [1.062, -2.344, -6.232], [-0.304, -3.191, -3.590], [0.126, -4.213, -4.960], [-1.717, -1.700, -4.983], [-2.379, -3.337, -4.890], [-4.867, -0.526, -1.167], [-5.575, -0.507, -2.389], [-6.937, -0.598, -2.118], [-7.063, -0.534, -0.743], [-5.780, -0.528, -0.147], [-3.867, -0.432, -1.065], [-5.056, -0.559, -3.334], [-7.722, -0.775, -2.838], [-8.006, -0.565, -0.217], [-5.489, -0.376, 0.882], [-0.820, 0.938, -3.806], [0.240, 1.626, -4.291], [-0.240, 2.760, -4.933], [-1.633, 2.712, -4.862], [-2.029, 1.570, -4.213], [-0.686, 0.140, -3.201], [1.224, 1.289, -3.999], [0.291, 3.593, -5.369], [-2.154, 3.548, -5.305], [-2.972, 1.218, -3.821], [-2.327, 3.787, -1.486], [-1.777, 5.011, -1.604], [-2.002, 5.814, -0.461], [-2.701, 4.928, 0.427], [-3.021, 3.762, -0.305], [-2.246, 2.977, -2.084], [-1.198, 5.236, -2.488], [-1.696, 6.842, -0.327], [-2.994, 5.283, 1.404], [-3.667, 2.935, -0.047], [-2.577, 0.916, 5.520], [-1.890, 0.022, 4.777], [-2.024, 0.421, 3.451], [-2.841, 1.527, 3.382], [-3.169, 1.860, 4.683], [-2.702, 0.810, 6.516], [-1.352, -0.815, 5.198], [-1.600, -0.091, 2.600], [-3.053, 2.093, 2.487], [-3.718, 2.670, 5.142], [5.765, -0.038, -0.732], [5.508, -0.637, 0.466], [4.168, -1.020, 0.453], [3.635, -0.496, -0.645], [4.590, 0.179, -1.395], [6.680, 0.143, -1.121], [6.262, -0.871, 1.203], [3.572, -1.564, 1.170], [2.640, -0.698, -1.011], [4.626, 0.761, -2.305]],
  "forces_ev_per_angstrom": [[-0.2, -0.8, -0.3], [1.4, 1.3, -0.1], [-0.6, -1.1, 0.5], [1.1, 0.1, 1.0], [0.2, 0.2, -0.9], [-0.2, 0.3, 0.6], [-0.1, 0.1, -1.3], [0.4, 0.4, -0.6], [-0.2, -0.8, 0.7], [-0.4, 0.7, 0.3], [0.0, -0.3, -0.2], [-0.1, -0.2, 0.2], [0.1, -0.1, 0.1], [0.0, -0.2, 0.3], [-0.6, -0.1, 0.6], [-0.1, 0.0, -0.1], [0.4, 0.2, -0.3], [-0.3, -0.3, -0.2], [0.2, 0.3, 0.2], [-0.2, -0.2, 0.1], [0.2, 0.8, -0.1], [-0.4, 0.0, -0.8], [0.0, -0.2, -0.1], [0.1, 0.3, 0.0], [-0.5, -0.2, 0.2], [-0.4, -0.4, -0.5], [-0.2, 0.3, 0.3], [0.1, -0.2, -0.1], [0.0, -0.1, 0.0], [0.2, -0.1, -0.1], [-1.6, 1.3, 3.4], [-0.6, -0.5, -0.4], [0.8, -0.9, -0.8], [2.0, 0.7, -0.8], [-0.2, -0.4, -1.3], [1.5, -0.4, -0.4], [-2.8, 0.1, 0.0], [0.0, 1.7, 0.7], [0.5, -0.2, -0.4], [-0.1, -0.5, 0.4], [0.2, 0.1, -0.2], [0.0, 0.1, -0.2], [0.0, -0.2, -0.1], [0.0, -0.1, -0.1], [-0.1, 0.2, -0.4], [0.7, -0.2, 0.4], [0.0, -0.5, 0.1], [-0.4, 0.0, 0.1], [0.6, 0.7, -0.6], [0.5, -0.7, -0.7], [0.0, 0.3, 0.4], [-0.6, 1.4, -0.1], [0.0, 0.0, 0.1], [-0.1, -0.4, 0.0], [0.1, 0.0, 0.2], [-0.2, -0.6, 0.8], [-0.2, -0.6, -0.2], [-0.2, 0.0, -0.1], [0.3, 0.0, 0.3], [-0.5, -0.7, 0.3], [-0.5, 0.8, -0.2], [0.2, -1.0, -1.2], [-0.3, 0.2, -2.4], [0.2, 0.2, 3.2], [0.2, 0.6, -0.1], [0.5, 0.1, 0.3], [0.1, -0.1, 0.0], [0.3, 0.1, 0.1], [-0.4, -0.1, -0.1], [0.0, 0.0, 0.0], [0.1, 0.0, 0.3], [-1.6, 0.4, -1.3], [0.5, -0.7, 0.9], [1.5, 0.2, -0.9], [0.7, -0.4, 2.2], [-1.2, 0.5, -1.0], [-0.1, 0.1, 0.0], [0.1, 0.0, 0.1], [0.1, 0.3, 0.0], [0.1, 0.0, 0.2], [0.0, -0.3, -0.1], [-1.2, 0.5, -0.8], [0.0, 0.8, 0.3], [1.1, -0.6, 0.4], [-0.4, 0.5, -0.5], [1.5, -0.5, 1.3], [-0.6, -0.1, -0.1], [0.1, 0.2, -0.3], [0.3, -0.3, 0.0], [-0.8, -0.4, 0.2], [0.0, 0.0, -0.3], [-1.2, 0.5, 1.4], [1.2, 1.7, -0.2], [0.2, -2.7, -1.3], [-0.7, 0.3, -1.4], [0.8, 0.5, 1.7], [0.0, 0.3, -0.4], [-0.1, 0.1, 0.0], [0.0, -0.2, 0.1], [-0.5, -0.6, 0.0], [0.3, -0.1, 0.1], [-0.5, 0.6, 0.0], [0.3, 0.1, -1.3], [1.1, -2.1, 0.1], [-0.5, 1.5, 0.8], [0.2, -0.4, 0.8], [-0.1, 0.3, -0.3], [-0.2, 0.1, 0.1], [-0.1, -0.1, 0.0], [-0.3, 0.0, 0.1], [-0.1, -0.1, -0.3], [0.2, 0.8, 0.6], [0.0, -1.4, 0.3], [1.8, -0.5, 3.0], [-2.4, 1.6, -4.5], [0.5, -0.8, 0.2], [-0.2, 0.2, 0.4], [0.1, 0.0, -0.3], [0.5, -0.1, 0.3], [-0.2, 0.4, 0.2], [-0.4, -0.4, -0.1]],
  "mulliken_charge": [-1.475, -0.366, 0.230, -0.949, -0.057, -1.103, -0.861, -0.755, -0.327, -0.628, 0.451, 0.359, 0.301, 0.320, 0.761, 0.373, 0.012, 0.641, 0.199, 0.421, 0.353, 0.175, -0.016, 0.437, 0.611, 0.438, 0.501, 0.304, 0.142, 0.358, 0.696, -0.611, -0.048, -0.290, -0.421, -0.974, 0.305, -0.216, 0.039, -0.434, 0.371, -0.053, 0.463, -0.129, 0.108, 0.365, 0.161, -0.235, -0.703, -0.152, 0.020, -0.420, -0.106, 0.117, 0.249, 0.376, 0.439, 0.328, 0.071, -1.052, 0.223, 0.120, 0.001, -0.496, 0.362, 0.122, 0.437, -0.409, 0.438, -0.163, 0.481, 0.222, -0.512, -0.544, -0.601, -0.547, 0.282, 0.353, 0.408, 0.374, 0.484, 0.754, -0.530, -0.674, -0.414, -1.103, -0.125, 0.555, 0.455, 0.444, 0.564, 0.294, -0.240, -1.097, -0.259, -1.095, 0.243, 0.512, 0.514, 0.492, 0.603, 0.005, -1.023, -0.161, -0.681, -0.993, 0.211, 0.407, 1.073, 0.706, 0.436, 0.073, -1.143, -0.302, 0.319, -1.272, 0.201, 0.419, 0.663, 0.586, 0.432],
  "homo_lumo_gap_ha": 0.265,
  "relative_energy_ev": 1.504,
  "multiplicity": 1,
  "homo_ev": -7.4
}